Here is C18H22N2O5S in the gas phase in a non-equilibrium geometry from the Open Molecules 2025 dataset. Energies are from ωB97M-V with the def2-TZVPD basis set.

Summary:
2S+1: 1
SMILES: COc1ccc(S(=O)(=O)N2CCC(C(=O)NCc3ccco3)CC2)cc1
HOMO energy: -8.70 eV
lowest unoccupied orbital energy: 0.02051 Eh
gap between HOMO and LUMO: 9.26 eV
energy above the lowest of the compared OMol25 structures with the same formula, charge and spin: 117.9 kJ/mol
strongest force on any atom: 0.020 Eh/bohr

Bonds (Å) are listed after each position.
CARTESIAN COORDINATES (ANGSTROEM)
1 C -5.25 -0.44 1.00  H2 1.089, O3 1.409, H47 1.094, H48 1.094
2 H -6.11 -1.02 0.67  C1 1.089
3 O -4.51 -0.16 -0.16  C1 1.409, C4 1.355
4 C -3.39 0.59 -0.06  O3 1.355, C5 1.399, C9 1.394
5 C -2.74 0.86 -1.26  C4 1.399, C6 1.378, H46 1.078
6 C -1.59 1.63 -1.27  C5 1.378, C7 1.384, H45 1.078
7 C -1.09 2.13 -0.08  C6 1.384, C8 1.379, S12 1.790
8 C -1.72 1.86 1.11  C7 1.379, C9 1.385, H11 1.078
9 C -2.87 1.10 1.13  C4 1.394, C8 1.385, H10 1.078
10 H -3.36 0.91 2.08  C9 1.078
11 H -1.31 2.28 2.02  C8 1.078
12 S 0.40 3.12 -0.10  C7 1.790, O13 1.434, O14 1.432, N15 1.662
13 O 0.49 3.78 -1.38  S12 1.434
14 O 0.45 3.91 1.09  S12 1.432
15 N 1.67 2.05 -0.03  S12 1.662, C16 1.443, C37 1.440
16 C 1.91 1.38 1.22  N15 1.443, C17 1.527, H43 1.090, H44 1.102
17 C 3.37 0.94 1.28  C16 1.527, H18 1.090, H19 1.090, C20 1.536
18 H 4.01 1.82 1.24  C17 1.090
19 H 3.55 0.40 2.22  C17 1.090
20 C 3.68 0.01 0.10  C17 1.536, C21 1.531, C36 1.531, H42 1.097
21 C 3.03 -1.34 0.37  C20 1.531, O22 1.213, N23 1.355
22 O 3.10 -1.86 1.46  C21 1.213
23 N 2.42 -1.95 -0.68  C21 1.355, H24 1.006, C25 1.452
24 H 2.30 -1.47 -1.55  N23 1.006
25 C 1.63 -3.16 -0.48  N23 1.452, C26 1.495, H34 1.094, H35 1.092
26 C 0.18 -2.84 -0.36  C25 1.495, C27 1.365, O30 1.349
27 C -0.86 -2.91 -1.25  C26 1.365, C28 1.416, H33 1.071
28 C -2.00 -2.43 -0.57  C27 1.416, C29 1.360, H32 1.070
29 C -1.58 -2.10 0.68  C28 1.360, O30 1.340, H31 1.071
30 O -0.27 -2.34 0.81  C26 1.349, C29 1.340
31 H -2.09 -1.71 1.53  C29 1.071
32 H -3.00 -2.35 -0.96  C28 1.070
33 H -0.81 -3.26 -2.26  C27 1.071
34 H 1.98 -3.61 0.45  C25 1.094
35 H 1.79 -3.84 -1.32  C25 1.092
36 C 3.31 0.73 -1.20  C20 1.531, C37 1.530, H40 1.092, H41 1.092
37 C 1.86 1.21 -1.18  N15 1.440, C36 1.530, H38 1.091, H39 1.104
38 H 1.65 1.83 -2.06  C37 1.091
39 H 1.16 0.36 -1.16  C37 1.104
40 H 3.50 0.10 -2.08  C36 1.092
41 H 3.95 1.61 -1.29  C36 1.092
42 H 4.76 -0.19 0.10  C20 1.097
43 H 1.69 2.10 2.01  C16 1.090
44 H 1.25 0.50 1.34  C16 1.102
45 H -1.09 1.88 -2.20  C6 1.078
46 H -3.15 0.47 -2.18  C5 1.078
47 H -5.60 0.47 1.49  C1 1.094
48 H -4.67 -1.04 1.72  C1 1.094


Here is C3H7ClNO3P in the gas phase in a non-equilibrium geometry from the Open Molecules 2025 dataset. Energies are from ωB97M-V with the def2-TZVPD basis set.

Summary:
2S+1: 1
SMILES: CP(C)(=O)[C@@H](Cl)[N+](=O)[O-]
HOMO energy: -10.67 eV
lowest unoccupied orbital energy: 0.00495 Eh
gap between HOMO and LUMO: 10.80 eV
energy above the lowest of the compared OMol25 structures with the same formula, charge and spin: 34.6 kJ/mol
strongest force on any atom: 0.084 Eh/bohr

Bonds (Å) are listed after each position.
CARTESIAN COORDINATES (ANGSTROEM)
1 C 1.21 -0.85 0.20  P8 1.851, H10 1.174, H11 1.110, H12 1.213
2 C -0.88 1.28 -0.56  P8 1.905, H13 1.151, H14 1.127, H15 1.123
3 C -1.61 -1.49 -0.17  N4 1.486, P8 1.904, Cl9 1.797, H16 1.109
4 N -1.32 -2.82 -0.76  C3 1.486, O5 1.188, O6 1.174
5 O -0.22 -3.17 -0.46  N4 1.188
6 O -2.09 -3.29 -1.52  N4 1.174
7 O 0.03 -0.76 -2.33  P8 1.443
8 P -0.20 -0.46 -0.93  C1 1.851, C2 1.905, C3 1.904, O7 1.443
9 Cl -3.16 -0.83 -0.80  C3 1.797
10 H 1.62 -1.71 -0.49  C1 1.174
11 H 1.83 0.06 0.31  C1 1.110
12 H 0.90 -1.24 1.31  C1 1.213
13 H -1.61 1.63 -1.37  C2 1.151
14 H -1.43 1.44 0.41  C2 1.127
15 H -0.14 2.09 -0.77  C2 1.123
16 H -1.46 -1.41 0.92  C3 1.109


Here is 2 unconnected molecules or ions with the total composition C5H15N2O in a non-equilibrium geometry from the Open Molecules 2025 dataset. Energies are from ωB97M-V with the def2-TZVPD basis set.

Summary:
2S+1: 1
HOMO energy: -11.81 eV
lowest unoccupied orbital energy: -0.10435 Eh
gap between HOMO and LUMO: 8.97 eV
net charge: +1
energy above the lowest of the compared OMol25 structures with the same formula, charge and spin: 127.2 kJ/mol
strongest force on any atom: 0.045 Eh/bohr

Bonds (Å) are listed after each position.
CARTESIAN COORDINATES (ANGSTROEM)
1 C -1.76 -0.63 -1.05  C2 1.543, N7 1.493, H8 1.087, H9 1.085
2 C -0.70 0.27 -1.72  C1 1.543, C3 1.545, H10 1.089, H11 1.094
3 C -0.54 1.63 -1.02  C2 1.545, C6 1.533, H12 1.077, H13 1.088
4 N 1.57 0.96 2.06  C5 1.418, H14 0.995, H15 1.012
5 C 0.53 1.39 1.19  N4 1.418, C6 1.333, H16 1.087
6 C 0.70 1.59 -0.11  C3 1.533, C5 1.333, H17 1.071
7 N -1.16 -1.20 0.19  C1 1.493, H18 1.037, H19 1.020, H20 1.031
8 H -2.03 -1.36 -1.81  C1 1.087
9 H -2.61 0.01 -0.83  C1 1.085
10 H 0.22 -0.30 -1.89  C2 1.089
11 H -1.12 0.42 -2.72  C2 1.094
12 H -1.37 1.88 -0.38  C3 1.077
13 H -0.36 2.33 -1.84  C3 1.088
14 H 2.47 1.12 1.67  N4 0.995
15 H 1.48 1.37 2.98  N4 1.012
16 H -0.34 1.67 1.78  C5 1.087
17 H 1.62 1.76 -0.63  C6 1.071
18 H -0.54 -0.45 0.55  N7 1.037
19 H -1.85 -1.43 0.91  N7 1.020
20 H -0.50 -1.98 0.03  N7 1.031
21 H 1.46 -3.24 1.01  O23 0.966
22 H 1.92 -2.95 -0.40  O23 0.964
23 O 1.22 -2.72 0.23  H21 0.966, H22 0.964


Here is C21H29N3O4 in the gas phase from the Open Molecules 2025 dataset. Energies are from ωB97M-V with the def2-TZVPD basis set.

Summary:
2S+1: 1
SMILES: COc1ccc(CCN2C[C@H](C(=O)NCCN3CCCC3=O)CCC2=O)cc1
HOMO energy: -8.22 eV
lowest unoccupied orbital energy: 0.02609 Eh
gap between HOMO and LUMO: 8.93 eV
energy above the lowest of the compared OMol25 structures with the same formula, charge and spin: 28.8 kJ/mol
strongest force on any atom: 0.014 Eh/bohr

Bonds (Å) are listed after each position.
CARTESIAN COORDINATES (ANGSTROEM)
1 C -0.39 -0.34 5.79  H2 1.089, O3 1.405, H56 1.095, H57 1.095
2 H -0.23 -0.82 6.76  C1 1.089
3 O 0.89 -0.02 5.31  C1 1.405, C4 1.365
4 C 1.00 0.60 4.10  O3 1.365, C5 1.396, C9 1.388
5 C 2.29 0.91 3.68  C4 1.396, C6 1.377, H55 1.078
6 C 2.51 1.53 2.48  C5 1.377, C7 1.392, H54 1.079
7 C 1.45 1.86 1.64  C6 1.392, C8 1.385, C12 1.505
8 C 0.17 1.57 2.07  C7 1.385, C9 1.386, H11 1.082
9 C -0.07 0.95 3.29  C4 1.388, C8 1.386, H10 1.079
10 H -1.09 0.74 3.58  C9 1.079
11 H -0.68 1.83 1.46  C8 1.082
12 C 1.70 2.48 0.29  C7 1.505, H13 1.092, H14 1.092, C15 1.539
13 H 2.23 3.43 0.41  C12 1.092
14 H 0.74 2.70 -0.19  C12 1.092
15 C 2.54 1.56 -0.60  C12 1.539, N16 1.449, H52 1.091, H53 1.095
16 N 2.13 0.18 -0.52  C15 1.449, C17 1.352, C22 1.446
17 C 2.95 -0.70 0.11  N16 1.352, O18 1.219, C19 1.519
18 O 4.06 -0.39 0.49  C17 1.219
19 C 2.46 -2.13 0.27  C17 1.519, C20 1.519, H50 1.091, H51 1.094
20 C 0.97 -2.34 0.04  C19 1.519, C21 1.526, H48 1.092, H49 1.091
21 C 0.57 -1.60 -1.23  C20 1.526, C22 1.527, C25 1.522, H47 1.094
22 C 0.79 -0.11 -0.97  N16 1.446, C21 1.527, H23 1.096, H24 1.098
23 H 0.62 0.46 -1.89  C22 1.096
24 H 0.06 0.22 -0.22  C22 1.098
25 C -0.91 -1.81 -1.54  C21 1.522, O26 1.215, N27 1.354
26 O -1.77 -1.78 -0.68  C25 1.215
27 N -1.17 -2.09 -2.84  C25 1.354, H28 1.008, C29 1.443
28 H -0.46 -1.90 -3.52  N27 1.008
29 C -2.53 -2.22 -3.32  N27 1.443, H30 1.092, C31 1.539, H46 1.093
30 H -3.14 -2.53 -2.47  C29 1.092
31 C -3.05 -0.89 -3.90  C29 1.539, N32 1.437, H44 1.094, H45 1.093
32 N -3.04 0.15 -2.91  C31 1.437, C33 1.346, C40 1.446
33 C -2.01 1.00 -2.75  N32 1.346, O34 1.216, C35 1.518
34 O -1.01 1.02 -3.43  C33 1.216
35 C -2.36 1.92 -1.59  C33 1.518, H36 1.093, C37 1.526, H43 1.088
36 H -2.77 2.84 -1.99  C35 1.093
37 C -3.41 1.12 -0.82  C35 1.526, H38 1.091, H39 1.088, C40 1.531
38 H -2.92 0.45 -0.11  C37 1.091
39 H -4.12 1.75 -0.28  C37 1.088
40 C -4.08 0.28 -1.91  N32 1.446, C37 1.531, H41 1.098, H42 1.091
41 H -4.95 0.79 -2.34  C40 1.098
42 H -4.39 -0.70 -1.54  C40 1.091
43 H -1.47 2.16 -1.00  C35 1.088
44 H -2.39 -0.57 -4.71  C31 1.094
45 H -4.06 -1.03 -4.28  C31 1.093
46 H -2.56 -2.99 -4.09  C29 1.093
47 H 1.18 -1.93 -2.07  C21 1.094
48 H 0.75 -3.40 -0.05  C20 1.092
49 H 0.40 -1.94 0.88  C20 1.091
50 H 2.76 -2.46 1.26  C19 1.091
51 H 3.04 -2.73 -0.45  C19 1.094
52 H 3.59 1.59 -0.29  C15 1.091
53 H 2.47 1.90 -1.64  C15 1.095
54 H 3.53 1.74 2.17  C6 1.079
55 H 3.12 0.64 4.33  C5 1.078
56 H -0.90 -1.04 5.12  C1 1.095
57 H -1.01 0.55 5.93  C1 1.095